1.
{
  "formula": "C7H10",
  "method": "wB97M-V/def2-TZVPD",
  "elements": ["C", "C", "C", "C", "C", "H", "H", "H", "H", "H", "H", "H", "H", "C", "C", "H", "H"],
  "positions_angstrom": [[-0.222, -1.325, -1.491], [0.251, -0.102, -1.223], [-0.408, 0.932, -0.441], [0.335, 1.894, 0.133], [-1.904, 0.950, -0.279], [-1.174, -1.688, -1.123], [0.376, -2.026, -2.066], [1.250, 0.138, -1.589], [-0.123, 2.683, 0.723], [1.418, 1.915, 0.050], [-2.181, 1.212, 0.748], [-2.340, 1.694, -0.954], [-2.380, -0.009, -0.497], [1.244, -1.290, 2.012], [2.306, -1.847, 2.007], [0.302, -0.790, 1.993], [3.250, -2.342, 1.997]],
  "atomic_forces_ev_per_a": [[0.3, 0.4, 0.0], [0.2, -1.0, -0.5], [0.3, 0.9, 0.6], [-0.2, -0.3, -0.2], [-0.3, -0.1, 0.1], [0.0, 0.1, -0.1], [-0.1, 0.1, 0.1], [-0.1, 0.0, 0.1], [0.0, -0.1, 0.0], [-0.1, 0.0, -0.1], [0.1, 0.1, -0.2], [0.0, -0.1, 0.1], [0.1, 0.1, -0.1], [0.2, -0.1, 0.0], [-0.2, 0.1, 0.0], [0.1, 0.0, 0.0], [-0.1, 0.0, 0.0]],
  "mulliken_charge": [-0.82, -0.17, 0.92, -0.99, -1.18, 0.21, 0.26, 0.26, 0.30, 0.27, 0.32, 0.31, 0.32, -0.41, -0.39, 0.42, 0.38],
  "energy_ha": -272.5929,
  "de_lowest_kcal_mol": 78.5,
  "charge": 0
}


2.
{
  "formula": "C7H10",
  "method": "wB97M-V/def2-TZVPD",
  "elements": ["C", "C", "C", "C", "C", "C", "C", "H", "H", "H", "H", "H", "H", "H", "H", "H", "H"],
  "positions_angstrom": [[-1.122, 0.986, -1.404], [0.357, 1.101, -1.194], [0.984, -0.258, -0.857], [0.087, -0.314, 0.385], [0.549, -0.559, 1.786], [-0.370, -1.545, 1.106], [-0.589, 0.987, -0.003], [-1.572, 0.096, -1.842], [-1.607, 1.915, -1.701], [0.917, 1.971, -1.521], [2.053, -0.220, -0.626], [0.801, -1.046, -1.597], [1.585, -0.820, 1.996], [0.095, 0.087, 2.534], [0.081, -2.476, 0.767], [-1.393, -1.662, 1.455], [-0.854, 1.758, 0.715]],
  "atomic_forces_ev_per_a": [[-0.1, 0.0, -0.1], [0.2, 0.2, -0.1], [0.1, -0.1, -0.1], [0.0, 0.0, 0.0], [0.1, 0.1, 0.1], [-0.2, -0.1, -0.1], [-0.1, 0.1, 0.3], [0.2, 0.0, 0.1], [0.1, -0.2, 0.1], [-0.1, -0.1, 0.1], [-0.2, 0.0, 0.0], [0.1, 0.1, 0.1], [-0.2, -0.1, -0.1], [0.1, -0.1, -0.1], [-0.1, 0.2, 0.0], [0.1, 0.2, 0.0], [0.0, -0.1, -0.1]],
  "mulliken_charge": [-0.74, -0.07, -0.88, 0.81, -0.80, -0.59, -0.47, 0.19, 0.26, 0.37, 0.30, 0.28, 0.24, 0.26, 0.24, 0.23, 0.38],
  "energy_ha": -272.6282,
  "de_lowest_kcal_mol": 56.4,
  "charge": 0
}


Values of frontier orbital gap, in order: 9.729, 10.414, all in eV.